Entry from the Open Molecules 2025 dataset: a 9-piece molecular cluster, C4H25NO11 overall in a non-equilibrium geometry (ωB97M-V/def2-TZVPD).

As for the SMILES: N[C@H](CO)CC(=O)O.O.O.O.O.O.O.O.O. The charge is 0. Its LUMO energy is 0.00335 Eh. The largest force on an atom is 2.38 eV/A. The calculation puts the calculated total energy at -1049.807990 a.u. The frontier orbital gap comes out at 9.69 eV. As for the HOMO energy: -9.598 eV.

Last columns: bonded neighbours and bond lengths (Å).
Geometry (Å):
1 N -0.399 -0.976 0.641  C2 1.477, H9 1.022, H10 1.016
2 C -0.951 -1.524 -0.615  N1 1.477, C3 1.519, C5 1.535, H11 1.115
3 C -1.880 -2.665 -0.237  C2 1.519, O4 1.411, H12 1.117, H13 1.109
4 O -1.402 -3.899 0.251  C3 1.411, H14 0.960
5 C 0.188 -1.902 -1.571  C2 1.535, C6 1.488, H15 1.118, H16 1.126
6 C 0.940 -0.699 -2.017  C5 1.488, O7 1.209, O8 1.356
7 O 1.750 -0.133 -1.321  C6 1.209
8 O 0.882 -0.517 -3.360  C6 1.356, H17 0.978
9 H -0.343 0.041 0.563  N1 1.022
10 H 0.558 -1.255 0.840  N1 1.016
11 H -1.705 -0.882 -1.129  C2 1.115
12 H -2.482 -2.209 0.585  C3 1.117
13 H -2.513 -2.962 -1.099  C3 1.109
14 H -1.037 -3.827 1.136  O4 0.960
15 H 0.889 -2.620 -1.076  C5 1.118
16 H -0.191 -2.560 -2.401  C5 1.126
17 H 1.297 0.350 -3.535  O8 0.978
18 O -3.439 0.880 -2.175  H19 0.965, H20 0.960
19 H -3.007 1.126 -1.347  O18 0.965
20 H -3.728 1.689 -2.606  O18 0.960
21 O 0.519 2.046 1.455  H22 0.964, H23 0.982
22 H 0.152 2.732 2.024  O21 0.964
23 H 1.030 1.572 2.148  O21 0.982
24 O 2.363 -0.165 1.799  H25 0.966, H26 1.007
25 H 3.310 -0.351 1.855  O24 0.966
26 H 2.322 0.109 0.831  O24 1.007
27 O -0.718 1.271 -2.374  H28 0.963, H29 0.968
28 H -1.200 1.327 -3.205  O27 0.963
29 H -0.957 2.087 -1.913  O27 0.968
30 O 3.420 1.571 -0.048  H31 0.982, H32 0.961
31 H 2.750 1.557 -0.766  O30 0.982
32 H 3.040 1.953 0.748  O30 0.961
33 O 0.800 0.901 3.909  H34 0.963, H35 0.979
34 H 1.667 0.541 3.691  O33 0.963
35 H 0.184 0.141 3.904  O33 0.979
36 O -1.278 -0.899 3.483  H37 0.980, H38 0.969
37 H -1.190 -0.472 2.605  O36 0.980
38 H -0.603 -1.585 3.372  O36 0.969
39 O -0.023 3.424 -1.019  H40 0.959, H41 0.967
40 H 0.514 3.730 -1.752  O39 0.959
41 H 0.471 3.053 -0.275  O39 0.967

Here are the Mulliken charges for atoms 1 to 6, given in e: -0.34, 0.69, -1.14, -0.55, -0.73, 0.65